Molecular formula: C32H64Br23N2O6P2
Method: DFT, ωB97M-V/def2-TZVPD

Geometry as ORCA input:
```
! wB97M-V def2-TZVPD RIJCOSX def2/J DEFGRID3
* xyz 1 1
C -0.81 0.08 1.53
C -0.25 1.43 1.09
O 1.17 1.41 0.81
P 1.76 2.89 1.06
O 0.88 3.84 0.41
C 3.46 3.11 0.47
C 3.64 3.12 -1.07
C 4.39 1.88 -1.59
N 3.56 0.68 -1.40
C 3.73 -0.17 -0.36
C 2.78 -1.10 -0.51
P 2.55 -2.46 0.69
O 3.38 -3.58 0.39
O 1.02 -2.93 0.63
O 2.86 -1.95 2.19
N 2.09 -0.81 -1.65
Br 0.64 -1.73 -2.44
C 2.59 0.27 -2.14
O 1.64 3.19 2.66
C 2.88 3.08 3.38
C 3.47 1.64 3.42
H -1.91 0.19 1.58
H -0.61 -0.75 0.84
H -0.50 -0.21 2.54
H -0.46 2.14 1.90
H -0.85 1.77 0.25
H 3.77 4.10 0.82
H 4.16 2.40 0.93
H 4.30 3.97 -1.29
H 2.71 3.30 -1.62
H 4.61 2.02 -2.65
H 5.31 1.81 -1.01
H 4.48 -0.09 0.41
H 0.44 -2.22 0.97
H 3.59 -1.32 2.19
H 2.31 0.81 -3.03
H 2.63 3.33 4.42
H 3.64 3.80 3.08
H 2.83 0.93 2.89
H 3.57 1.29 4.45
H 4.50 1.64 3.02
Br 0.33 -8.52 -1.58
C 1.49 -7.46 -0.43
C 1.18 -5.99 -0.55
Br 1.91 -5.24 -2.18
H 2.51 -7.71 -0.69
H 1.28 -7.81 0.58
H 1.66 -5.44 0.26
H 0.12 -5.78 -0.55
Br -2.60 -9.59 4.67
C -2.45 -8.78 2.91
C -1.12 -9.06 2.28
Br 0.28 -7.95 3.06
H -2.65 -7.71 3.04
H -3.25 -9.22 2.32
H -1.13 -8.81 1.23
H -0.80 -10.10 2.40
Br -4.97 -3.04 -0.78
C -4.84 -2.16 -2.50
C -3.47 -2.35 -3.10
Br -2.12 -1.19 -2.27
H -5.09 -1.11 -2.35
H -5.60 -2.63 -3.12
H -3.47 -2.06 -4.15
H -3.11 -3.37 -3.01
Br -1.41 0.86 5.08
C -3.30 1.26 4.80
C -4.08 0.03 4.44
Br -3.81 -0.49 2.57
H -3.34 2.04 4.04
H -3.64 1.67 5.75
H -5.15 0.23 4.51
H -3.83 -0.83 5.04
Br 3.62 5.67 -3.53
C 2.73 7.02 -2.43
C 3.72 7.76 -1.55
Br 4.25 6.68 0.00
H 1.97 6.52 -1.84
H 2.25 7.67 -3.13
H 3.25 8.65 -1.12
H 4.63 8.04 -2.05
Br -0.51 -4.04 -5.34
C 0.29 -5.21 -6.68
C 1.47 -5.96 -6.13
Br 3.04 -4.81 -6.01
H 0.54 -4.59 -7.53
H -0.50 -5.90 -6.96
H 1.76 -6.76 -6.80
H 1.30 -6.36 -5.13
Br -4.52 5.07 -1.32
C -3.32 5.90 -0.03
C -2.26 4.94 0.43
Br -2.97 3.66 1.72
H -3.94 6.27 0.78
H -2.87 6.74 -0.56
H -1.47 5.46 0.96
H -1.82 4.36 -0.38
Br 1.79 -11.31 5.51
C 2.28 -9.52 6.08
C 3.74 -9.44 6.44
Br 4.09 -10.23 8.19
H 1.63 -9.26 6.90
H 2.07 -8.88 5.23
H 4.06 -8.40 6.53
H 4.39 -9.95 5.73
Br 7.03 9.58 -5.88
C 5.22 10.30 -6.07
C 4.49 10.28 -4.75
Br 3.88 8.48 -4.30
H 4.73 9.71 -6.84
H 5.36 11.32 -6.42
H 3.59 10.88 -4.81
H 5.10 10.62 -3.92
Br -6.00 -4.68 2.74
C -7.81 -4.22 2.20
C -8.52 -5.41 1.60
Br -7.92 -5.75 -0.23
H -7.74 -3.38 1.52
H -8.31 -3.91 3.11
H -9.59 -5.22 1.51
H -8.36 -6.33 2.16
Br -5.12 9.25 0.03
C -5.24 10.04 -1.74
C -5.29 8.99 -2.82
Br -3.54 8.22 -3.15
H -4.40 10.72 -1.85
H -6.16 10.62 -1.73
H -5.59 9.43 -3.77
H -5.96 8.17 -2.58
*
```

The frontier orbital gap comes out at 0.2808 Eh.